Here is 18 unconnected molecules or ions with the total composition C50H143N7O29 from the OMol25 dataset. Energies are from wB97M-V/def2-TZVPD.

Last column: Mulliken charge in e.
Cartesian coordinates (Å):
O -0.11 -2.56 -0.94  -0.460
H -0.21 -1.77 -1.55  0.119
H -0.96 -3.02 -0.85  0.016
O 2.03 -3.87 -1.88  -0.686
H 2.63 -3.72 -1.16  0.259
H 1.16 -3.51 -1.52  0.361
O 3.66 -0.20 4.25  -0.805
H 2.99 -0.94 4.21  0.317
H 4.14 -0.23 3.37  0.279
O 6.18 -0.50 -1.22  -0.629
H 6.88 -1.17 -1.13  0.371
H 5.72 -0.57 -0.36  0.117
O 1.55 1.74 4.25  -0.219
H 1.19 1.51 5.12  0.213
H 2.17 1.10 4.05  0.193
O -1.17 -1.98 3.50  -0.513
H -1.63 -2.83 3.45  0.230
H -1.79 -1.28 3.33  0.129
O 3.16 4.47 3.79  -0.666
H 2.74 3.60 3.77  0.307
H 3.71 4.45 4.58  0.280
C 0.93 -0.72 6.20  -0.661
O 0.17 0.46 6.63  -0.201
C 0.34 0.72 8.04  -0.387
C -0.18 2.06 8.45  -1.186
N -1.60 2.27 8.20  -0.009
C -2.54 2.09 9.31  -0.652
C -3.86 2.78 8.87  -0.650
O -4.26 1.91 7.85  -0.241
C -5.54 2.19 7.35  -0.847
H 1.15 -1.39 7.03  0.476
H 1.95 -0.44 5.90  0.222
H 0.32 -1.27 5.46  0.119
H 1.43 0.74 8.19  0.434
H -0.09 -0.18 8.58  0.316
H 0.33 2.80 7.84  0.348
H 0.02 2.28 9.46  0.493
H -1.97 1.86 7.39  0.105
H -2.20 2.71 10.13  0.444
H -2.76 1.05 9.64  0.213
H -3.82 3.78 8.46  0.379
H -4.52 2.69 9.73  0.441
H -5.86 1.36 6.69  0.215
H -5.55 3.21 6.94  0.310
H -6.25 2.21 8.16  0.374
C -0.67 7.95 -0.85  -0.728
O -1.05 6.85 -0.01  -0.329
C 0.07 6.08 0.43  -0.482
C 0.75 5.36 -0.75  -0.272
N -0.26 4.53 -1.40  0.240
C 0.07 4.18 -2.79  -1.324
C 1.36 3.29 -2.96  0.738
O 2.47 4.28 -3.08  -0.466
C 3.67 3.65 -2.65  -0.726
H -0.37 7.62 -1.85  0.235
H 0.13 8.54 -0.40  0.336
H -1.54 8.57 -0.91  0.264
H -0.36 5.37 1.15  -0.047
H 0.86 6.71 0.92  0.453
H 1.56 4.71 -0.45  0.010
H 1.24 6.12 -1.41  0.395
H -1.18 4.87 -1.28  0.234
H 0.24 4.99 -3.45  0.486
H -0.67 3.54 -3.30  0.203
H 1.23 2.68 -3.89  0.413
H 1.59 2.56 -2.17  -0.491
H 4.53 4.33 -2.80  0.372
H 3.97 2.70 -3.12  0.197
H 3.59 3.47 -1.62  0.348
C 4.46 -5.26 -5.37  -0.699
O 5.55 -4.50 -4.95  -0.372
C 5.18 -3.14 -4.95  -0.256
C 6.44 -2.33 -4.83  -0.471
N 7.21 -2.32 -6.09  -0.299
C 8.55 -1.88 -5.96  -0.665
C 9.35 -2.19 -7.22  -0.485
O 10.69 -1.79 -7.08  -0.306
C 11.52 -2.44 -8.01  -0.672
H 4.27 -5.27 -6.47  0.277
H 3.58 -4.94 -4.82  0.261
H 4.62 -6.31 -4.99  0.255
H 4.65 -2.88 -4.01  0.182
H 4.64 -2.88 -5.84  0.497
H 7.03 -2.72 -3.96  0.194
H 6.30 -1.23 -4.67  0.253
H 7.33 -3.24 -6.51  0.271
H 9.12 -2.33 -5.17  0.328
H 8.59 -0.80 -5.82  0.248
H 8.88 -1.65 -8.04  0.310
H 9.36 -3.33 -7.34  0.318
H 11.49 -3.55 -7.85  0.275
H 12.46 -1.98 -7.89  0.269
H 11.17 -2.23 -9.04  0.277
C -1.70 -6.40 2.78  -1.033
O -0.84 -5.50 2.05  -0.057
C -0.94 -5.70 0.62  0.234
C -2.34 -5.47 0.09  -1.240
N -2.61 -4.02 -0.21  -0.317
C -2.73 -3.08 0.91  0.740
C -3.56 -1.82 0.63  -0.478
O -3.58 -0.96 1.73  -0.324
C -4.59 0.07 1.66  -0.173
H -1.57 -7.47 2.47  0.312
H -2.72 -6.19 2.56  0.344
H -1.61 -6.31 3.85  0.338
H -0.62 -6.74 0.45  0.444
H -0.34 -4.98 0.11  -0.324
H -3.16 -5.94 0.61  0.541
H -2.34 -5.98 -0.86  0.486
H -3.48 -4.03 -0.73  0.210
H -1.74 -2.68 1.19  -0.957
H -3.16 -3.59 1.78  0.639
H -4.60 -2.20 0.43  0.392
H -3.24 -1.40 -0.33  0.031
H -5.59 -0.25 1.58  0.434
H -4.36 0.69 0.80  -0.191
H -4.45 0.67 2.60  0.101
C -3.98 3.34 -3.08  -0.596
O -4.59 2.57 -2.06  0.154
C -5.50 1.68 -2.68  -1.353
C -5.98 0.54 -1.77  1.226
N -6.87 -0.26 -2.53  -0.399
C -7.31 -1.40 -1.81  -0.020
C -8.06 -2.43 -2.54  -0.809
O -7.11 -2.96 -3.47  -0.204
C -7.66 -3.67 -4.52  -0.955
H -4.71 4.00 -3.57  0.310
H -3.62 2.63 -3.82  0.333
H -3.20 3.87 -2.65  -0.121
H -5.06 1.39 -3.62  0.549
H -6.35 2.31 -2.93  0.580
H -6.49 0.94 -0.88  0.187
H -5.10 -0.02 -1.37  -1.152
H -6.48 -0.49 -3.42  0.371
H -7.80 -1.02 -0.91  0.364
H -6.38 -1.90 -1.38  -0.108
H -8.90 -2.10 -3.15  0.421
H -8.39 -3.24 -1.86  0.362
H -8.35 -3.05 -5.11  0.371
H -8.31 -4.54 -4.23  0.335
H -6.93 -4.04 -5.14  0.274
C -8.75 2.64 -0.16  -0.746
O -7.71 2.78 0.74  -0.296
C -6.92 3.96 0.51  -0.383
C -5.68 4.09 1.41  -0.738
N -4.61 3.19 1.20  0.533
C -3.31 3.85 1.42  0.646
C -2.94 3.77 2.90  -0.906
O -2.34 2.56 3.23  0.150
C -1.88 2.61 4.55  -0.955
H -9.31 1.69 0.04  0.240
H -8.39 2.49 -1.20  0.249
H -9.50 3.45 -0.13  0.330
H -7.56 4.86 0.50  0.492
H -6.49 3.83 -0.50  0.090
H -6.01 4.18 2.46  0.231
H -5.27 5.08 1.11  0.407
H -4.69 2.81 0.29  -0.487
H -3.38 4.95 1.08  0.354
H -2.56 3.32 0.83  -0.691
H -3.89 3.90 3.46  0.212
H -2.29 4.65 3.23  0.425
H -0.88 3.06 4.54  0.161
H -1.85 1.57 4.90  0.147
H -2.56 3.15 5.21  0.487
C 3.50 -0.14 -2.17  -0.916
O 2.12 0.18 -2.36  0.076
C 1.64 -0.84 -3.31  -0.399
C 0.15 -0.53 -3.70  -1.264
N -0.63 -0.32 -2.46  1.940
C -2.05 -0.06 -2.75  -0.340
C -2.83 -1.19 -3.49  -1.089
O -3.32 -0.57 -4.69  -0.462
C -4.12 -1.42 -5.47  -0.559
H 3.55 -1.08 -1.62  0.128
H 3.87 0.61 -1.53  -0.078
H 4.10 -0.08 -3.10  0.661
H 1.74 -1.79 -2.88  0.219
H 2.32 -0.83 -4.19  0.519
H -0.24 -1.34 -4.34  0.515
H 0.14 0.35 -4.31  0.455
H -0.26 0.45 -1.92  -1.312
H -2.08 0.84 -3.40  0.079
H -2.54 0.13 -1.82  0.006
H -3.64 -1.55 -2.83  0.278
H -2.15 -1.95 -3.78  0.982
H -3.67 -2.41 -5.65  0.321
H -4.23 -1.00 -6.47  0.326
H -5.15 -1.49 -5.05  0.047
C 6.61 -3.72 -0.87  0.670
C 6.18 -4.41 0.37  -0.577
O 6.10 -3.53 1.53  -0.735
O 7.73 -2.85 -0.52  -0.676
H 5.96 -3.06 -1.42  -0.405
H 6.96 -4.52 -1.57  0.300
H 6.94 -5.15 0.61  0.422
H 5.27 -5.04 0.21  0.248
H 5.17 -3.24 1.64  0.205
H 7.57 -2.63 0.41  0.355
C 2.18 -3.72 1.34  0.127
C 2.01 -3.59 2.82  -1.166
O 1.69 -2.26 3.25  -0.065
O 3.18 -2.80 0.90  1.415
H 1.23 -3.46 0.88  -0.570
H 2.58 -4.72 0.97  0.392
H 2.90 -3.93 3.28  0.491
H 1.24 -4.31 3.17  0.320
H 0.74 -2.10 3.19  -0.168
H 2.84 -1.85 0.81  -0.458
C 5.10 1.44 2.02  -0.176
C 6.24 2.15 1.23  -0.889
O 5.93 2.35 -0.12  -0.449
O 4.79 0.16 1.54  -0.469
H 4.22 2.06 1.98  0.171
H 5.36 1.32 3.08  0.454
H 7.23 1.63 1.33  0.333
H 6.39 3.18 1.64  0.339
H 6.30 1.64 -0.67  0.279
H 3.87 0.19 1.24  0.072
C 0.83 0.15 1.16  0.598
C 0.61 1.65 0.98  -0.582
O -0.03 1.86 -0.23  1.243
O 1.99 -0.16 0.33  1.943
H -0.06 -0.41 0.89  -0.798
H 1.14 -0.18 2.15  -0.506
H 1.57 2.11 1.03  0.239
H 0.04 2.03 1.83  0.117
H -0.19 2.79 -0.37  -0.761
H 1.76 0.01 -0.66  -0.957

## Properties
**HOMO**: -8.4443 eV
**LUMO level**: 0.26 eV
**Gap between HOMO and LUMO**: 8.7070 eV
**M**: 1306.71 g/mol


Here is a molecular structure, C32H45AsClN6O4PbSSi3 from the OMol25 dataset. Energies are from wB97M-V/def2-TZVPD.

Last column: Mulliken charge in e.
Cartesian coordinates (Å):
Pb -0.11 0.06 0.19  1.838
N 3.36 -3.17 0.48  -0.309
C 2.29 -2.55 -0.09  0.020
S 0.75 -2.76 0.67  -0.469
N 2.56 -1.93 -1.23  -1.380
N 1.53 -1.18 -1.67  0.987
C 1.50 -0.87 -2.90  -1.448
C 0.42 -0.03 -3.43  1.107
C 0.41 0.31 -4.78  -0.878
C -0.63 1.08 -5.28  -0.455
C -1.62 1.51 -4.41  -1.147
C -1.52 1.15 -3.08  -1.115
N -0.54 0.39 -2.59  0.576
H 3.24 -3.55 1.40  0.257
H 4.28 -2.90 0.16  0.295
H 2.27 -1.22 -3.59  0.204
H 1.21 -0.03 -5.43  0.430
H -0.66 1.34 -6.33  0.406
H -2.45 2.12 -4.75  0.479
H -2.24 1.49 -2.35  1.152
C -1.01 2.81 0.24  -0.008
C -0.36 3.36 -0.88  -0.918
C 0.98 3.60 -0.53  -0.492
C 1.15 3.22 0.82  -0.835
C -0.07 2.73 1.30  -0.858
H -2.07 2.60 0.32  0.381
H -0.80 3.54 -1.85  0.529
H 1.74 4.01 -1.18  0.552
H 2.07 3.29 1.39  0.418
H -0.28 2.42 2.31  0.497
O 2.29 -1.98 5.81  -0.604
C 3.32 -1.40 5.23  0.368
O 4.40 -1.31 5.78  -0.634
C 3.12 -0.89 3.84  -0.218
C 4.15 -0.60 2.97  -0.009
Cl 5.82 -0.68 3.30  -0.169
N 3.62 -0.18 1.79  0.194
N 2.28 -0.16 1.87  0.680
C 1.95 -0.61 3.07  0.051
C 0.50 -0.83 3.42  0.037
O 0.27 -1.54 4.42  -0.923
O -0.38 -0.33 2.67  0.009
C 4.23 0.15 0.53  0.179
C 3.50 0.94 -0.34  0.446
C 4.01 1.27 -1.58  -0.670
C 5.25 0.81 -1.98  -0.628
C 5.98 0.02 -1.10  -0.831
C 5.48 -0.32 0.15  -0.518
H 1.44 -1.85 5.25  0.481
H 2.55 1.35 -0.03  -0.023
H 3.42 1.90 -2.23  0.474
H 5.65 1.06 -2.95  0.402
H 6.96 -0.36 -1.39  0.358
H 6.06 -0.95 0.79  0.389
C -4.47 -0.61 -2.23  -1.071
Si -4.82 0.07 -0.51  0.565
C -6.60 -0.41 -0.15  -1.075
C -4.77 1.94 -0.54  -1.112
As -3.05 -0.66 0.86  0.156
Si -3.28 -3.01 0.71  0.378
C -5.07 -3.59 0.67  -1.241
C -2.43 -3.86 2.13  -1.110
C -2.51 -3.50 -0.93  -0.655
Si -3.68 0.01 3.06  0.560
C -3.06 1.75 3.29  -0.943
C -5.57 0.08 3.09  -1.179
C -3.17 -1.07 4.48  -0.862
H -4.95 0.03 -2.98  0.424
H -4.87 -1.62 -2.34  0.400
H -3.40 -0.65 -2.46  0.092
H -7.20 0.04 -0.95  0.355
H -6.97 -0.03 0.80  0.359
H -6.76 -1.49 -0.17  0.247
H -5.66 2.33 -1.04  0.478
H -3.89 2.32 -1.06  0.282
H -4.74 2.36 0.47  0.266
H -5.67 -3.18 1.49  0.289
H -5.08 -4.68 0.76  0.410
H -5.56 -3.33 -0.27  0.262
H -3.02 -3.78 3.05  0.332
H -1.44 -3.44 2.33  0.245
H -2.32 -4.92 1.89  0.398
H -3.05 -3.05 -1.76  0.256
H -2.53 -4.58 -1.04  0.416
H -1.47 -3.17 -0.97  -0.040
H -3.04 2.33 2.37  0.184
H -2.04 1.73 3.68  0.135
H -3.69 2.27 4.01  0.508
H -5.95 0.89 2.46  0.228
H -5.89 0.29 4.12  0.462
H -6.03 -0.85 2.77  0.245
H -2.18 -0.81 4.83  0.167
H -3.14 -2.13 4.24  0.105
H -3.90 -0.93 5.29  0.427

## Properties
**HOMO**: -4.2761 eV
**Charge**: -1
**LUMO level**: 2.10 eV
**Energy relative to the best compared isomer or geometry (same formula, charge and spin)**: 61.9 kJ/mol
**Gap between HOMO and LUMO**: 6.3722 eV
**M**: 1011.65 g/mol


Here is a molecular structure, C38H36BBrN5O4PReSe3 from the OMol25 dataset. Energies are from wB97M-V/def2-TZVPD.

Last column: Mulliken charge in e.
Cartesian coordinates (Å):
Re -0.20 0.04 -0.69  1.208
Br 0.92 -0.09 1.76  -0.217
C 1.38 1.62 2.42  0.459
C 0.92 1.98 3.65  -0.580
C 1.07 3.30 4.09  -0.857
C 1.60 4.24 3.24  -0.943
C 2.07 3.88 1.96  1.372
C 2.52 4.86 1.05  -0.869
C 2.94 4.49 -0.20  -1.172
C 3.05 3.14 -0.54  -0.955
C 2.63 2.14 0.31  0.622
C 2.04 2.52 1.55  -0.247
H 0.40 1.24 4.26  0.477
H 0.72 3.57 5.07  0.384
H 1.66 5.27 3.54  0.428
H 2.51 5.90 1.35  0.399
H 3.23 5.24 -0.93  0.443
H 3.47 2.87 -1.50  0.367
Se -3.36 0.26 0.05  -0.455
P -2.70 -1.70 0.57  0.131
Se -0.72 -2.36 -0.24  -0.860
C -2.69 -1.90 2.39  0.979
C -1.67 -2.53 3.09  -0.253
C -1.75 -2.65 4.47  -0.705
C -2.85 -2.14 5.15  -0.463
C -3.87 -1.51 4.44  -0.720
C -3.78 -1.38 3.07  -0.590
C -3.86 -2.99 0.01  0.890
C -5.07 -2.64 -0.56  -0.728
C -5.92 -3.62 -1.03  -0.466
C -5.55 -4.96 -0.93  -0.520
C -4.34 -5.31 -0.36  -0.679
C -3.49 -4.33 0.12  -0.409
H -0.81 -2.92 2.56  0.341
H -0.97 -3.14 5.02  0.431
H -2.92 -2.24 6.22  0.409
H -4.72 -1.12 4.97  0.409
H -4.56 -0.87 2.51  0.388
H -5.33 -1.59 -0.62  0.440
H -6.86 -3.35 -1.48  0.440
H -6.21 -5.73 -1.30  0.392
H -4.05 -6.35 -0.30  0.414
H -2.53 -4.58 0.56  0.353
C 5.63 -1.63 -0.15  -1.835
C 4.14 -1.32 -0.05  1.650
C 3.47 -2.37 0.84  -1.583
O 3.99 -0.03 0.57  -0.581
B 3.00 0.65 -0.06  0.916
O 2.52 -0.02 -1.16  1.135
C 3.41 -1.12 -1.43  0.944
C 4.36 -0.66 -2.55  -2.173
C 2.63 -2.34 -1.91  -1.312
H 6.03 -1.75 0.85  0.464
H 6.17 -0.82 -0.64  0.346
H 5.79 -2.55 -0.71  0.343
H 3.81 -2.23 1.86  0.497
H 3.72 -3.37 0.52  0.382
H 2.39 -2.26 0.83  -0.027
H 4.93 0.21 -2.24  0.389
H 3.76 -0.38 -3.42  0.474
H 5.04 -1.45 -2.84  0.403
H 1.78 -2.54 -1.26  0.013
H 3.29 -3.21 -1.93  0.421
H 2.25 -2.16 -2.92  0.365
Se -3.76 -1.97 -3.47  0.297
N -2.87 -1.60 -4.95  -0.885
C -1.74 -1.00 -4.63  0.561
C -0.73 -0.59 -5.51  -0.914
C 0.40 -0.05 -4.95  -1.200
C 0.53 0.11 -3.57  -0.288
N -0.43 -0.21 -2.69  0.214
C -1.54 -0.81 -3.21  0.343
N -2.51 -1.28 -2.45  0.207
H -0.86 -0.70 -6.57  0.486
H 1.21 0.28 -5.58  0.481
H 1.41 0.58 -3.16  0.704
C -2.03 4.25 1.66  -0.970
N -1.18 3.95 0.53  0.622
C -0.90 4.85 -0.44  -0.348
C -0.24 4.49 -1.56  -1.236
C 0.15 3.10 -1.75  0.630
O 0.80 2.72 -2.72  -0.655
N -0.24 2.22 -0.77  0.387
C -0.87 2.62 0.34  -0.617
O -1.15 1.80 1.22  -0.323
H -2.07 5.33 1.81  0.318
H -1.62 3.76 2.55  0.267
H -3.03 3.86 1.48  0.297
H -1.22 5.87 -0.25  0.395
H 0.00 5.20 -2.33  0.507

## Properties
**HOMO (alpha / beta)**: -6.4025 / -6.4658 eV
**LUMO level (alpha / beta)**: -1.11 / -1.07 eV
**Energy relative to the best compared isomer or geometry (same formula, charge and spin)**: 83.3 kJ/mol
**Gap between HOMO and LUMO (alpha / beta)**: 5.2926 / 5.3984 eV
**M**: 1171.51 g/mol
**Spin multiplicity**: 2
**⟨S²⟩**: 1.10